Version i
This record from the OMol25 dataset describes 2 unconnected molecules or ions with the total composition C2H8NOS. The level of theory is ωB97M-V with the def2-TZVPD basis set.

```
13
Properties=species:S:1:pos:R:3:nbo_charge:R:1
S 0.6610 2.8576 1.4331 -0.952
H 1.6165 3.7902 1.5113 0.099
C 0.0310 0.1019 -0.0955 -0.075
O 1.2129 0.7379 -0.5033 -0.816
C -0.1043 -1.2402 -0.7585 -0.230
N -1.2500 -2.0409 -0.3034 -0.835
H 0.0382 -0.0283 1.0059 0.147
H -0.8446 0.7422 -0.2812 0.146
H 1.2348 1.6222 0.0589 0.480
H -0.2404 -1.0927 -1.8333 0.172
H 0.8364 -1.7757 -0.6010 0.183
H -1.0856 -2.1769 0.6930 0.338
H -2.1058 -1.4972 -0.3258 0.342
```

* total charge: -1
* gap between HOMO and LUMO: 7.285 eV
* HOMO level: -0.118 hartree

Version ii
This record from the OMol25 dataset describes 2 unconnected molecules or ions with the total composition C2H8NOS. The level of theory is ωB97M-V with the def2-TZVPD basis set.

```
13
Properties=species:S:1:pos:R:3:nbo_charge:R:1
S 1.8011 0.3372 2.8787 -0.990
H 2.4532 -0.4684 3.7325 0.098
C 0.1173 -0.0200 0.0021 -0.069
O 0.7261 -1.1704 0.5040 -0.801
C -0.7036 -0.3789 -1.2292 -0.228
N -1.4963 0.7387 -1.7755 -0.838
H -0.5397 0.4387 0.7557 0.148
H 0.8639 0.7564 -0.2442 0.143
H 1.2058 -0.8750 1.3365 0.498
H -0.0351 -0.7372 -2.0202 0.174
H -1.3696 -1.1982 -0.9688 0.181
H -2.1406 1.0446 -1.0537 0.341
H -0.8824 1.5325 -1.9180 0.341
```

* total charge: -1
* gap between HOMO and LUMO: 7.102 eV
* HOMO level: -0.114 hartree

Verdict on stability: version i comes out at the bottom.

Version i
This record from the OMol25 dataset describes 2 unconnected molecules or ions with the total composition C2H8NOS. The level of theory is ωB97M-V with the def2-TZVPD basis set.

```
13
Properties=species:S:1:pos:R:3:nbo_charge:R:1
C -1.5221 1.2808 -0.7768 -0.721
S -0.3122 2.6811 -0.8700 -0.153
H -1.9815 1.1184 -1.7466 0.196
H -1.0242 0.3862 -0.4113 0.265
H -2.3232 1.5630 -0.0489 0.201
H 0.7726 1.8400 -0.6053 0.166
N 0.2429 -1.4710 1.2728 -0.939
C 1.1554 -1.0606 0.1331 0.184
O 2.3500 -1.4169 0.3041 -0.900
H 0.2595 -2.5378 1.2858 0.327
H 0.7300 -1.1457 2.1462 0.336
H 0.6019 -1.3413 -0.8192 0.036
H 1.0510 0.1038 0.1361 0.002
```

* total charge: -1
* gap between HOMO and LUMO: 6.090 eV
* HOMO level: -0.098 hartree

Version ii
This record from the OMol25 dataset describes 2 unconnected molecules or ions with the total composition C2H8NOS. The level of theory is ωB97M-V with the def2-TZVPD basis set.

```
13
Properties=species:S:1:pos:R:3:nbo_charge:R:1
C 1.1983 0.5769 1.1504 -0.227
C 0.6652 -0.1552 -0.0888 -0.526
S -0.9092 0.6320 -0.6157 -0.722
N 0.2850 0.8506 2.2965 -0.863
H 1.5151 1.5411 0.7571 0.174
H 2.0237 -0.0343 1.5474 0.153
H 0.5092 -1.2350 0.0106 0.176
H 1.4567 -0.0087 -0.8326 0.177
H 0.2912 -0.0214 2.8100 0.325
H -0.6265 0.9610 1.8379 0.384
H -2.5999 -1.0259 -3.6055 0.443
H -1.7457 -0.6582 -2.3547 0.507
O -2.0631 -1.4228 -2.9126 -1.000
```

* total charge: -1
* gap between HOMO and LUMO: 6.843 eV
* HOMO level: -0.103 hartree

Verdict on stability: version i comes out at the bottom.

Version i
This record from the OMol25 dataset describes a gas-phase ion, C3HO4 (charge -1). The level of theory is ωB97M-V with the def2-TZVPD basis set.

```
8
Properties=species:S:1:pos:R:3:nbo_charge:R:1
C -0.1510 -2.1718 2.5664 0.716
C -0.7341 0.2571 -0.2498 0.006
C -0.1476 -1.1730 1.3169 0.629
O 0.4978 -1.7754 3.5173 -0.697
O -0.8525 -3.1493 2.3529 -0.690
O -0.3031 0.1642 1.3036 -0.527
O -0.4169 -1.3072 0.0006 -0.529
H 0.1544 0.6414 -0.7569 0.090
```

* total charge: -1
* gap between HOMO and LUMO: 9.014 eV
* HOMO level: -0.176 hartree

Version ii
This record from the OMol25 dataset describes a gas-phase ion, C3HO4 (charge -1). The level of theory is ωB97M-V with the def2-TZVPD basis set.

```
8
Properties=species:S:1:pos:R:3:nbo_charge:R:1
C -1.5694 -0.1918 -0.2003 0.691
C 2.0962 -0.7009 0.5176 0.076
C -0.1606 0.4879 -0.1668 0.684
O -1.9837 -0.7569 -1.1932 -0.694
O -2.0157 0.0546 0.9239 -0.688
O 0.8391 -0.5067 0.5729 -0.548
O 0.1854 1.6235 -0.2373 -0.547
H 2.6085 -0.0098 -0.2168 0.026
```

* total charge: -1
* gap between HOMO and LUMO: 8.260 eV
* HOMO level: -0.153 hartree

Verdict on stability: version i comes out at the bottom.

Version i
This record from the OMol25 dataset describes a molecular structure, C4H10NO2. The level of theory is ωB97M-V with the def2-TZVPD basis set.

```
17
Properties=species:S:1:pos:R:3:nbo_charge:R:1
O 1.2167 -1.4073 0.4415 -0.766
C 0.9041 -0.6463 -0.5095 0.452
C -0.0984 -1.0745 -1.5721 -0.299
N -0.4524 0.0934 -2.4146 -0.865
H 1.6604 0.1281 -0.8378 0.084
H 0.2698 -1.8374 -2.2531 0.170
H -0.9431 -1.3686 -0.9467 0.187
H -1.2873 -0.2060 -2.9835 0.321
H -0.7374 0.8619 -1.8191 0.394
C 0.1187 1.1840 1.3533 -0.040
O -0.2989 0.6513 0.1450 -0.820
C -1.0173 0.9327 2.4150 -0.637
H 0.2698 2.2453 1.3366 0.112
H 1.0538 0.6731 1.7406 0.148
H -0.8471 1.3943 3.3914 0.167
H -1.1387 -0.1620 2.4976 0.203
H -1.9184 1.2902 1.9632 0.188
```

* total charge: -1
* gap between HOMO and LUMO: 8.147 eV
* HOMO level: -0.138 hartree

Version ii
This record from the OMol25 dataset describes 2 unconnected molecules or ions with the total composition C4H10NO2. The level of theory is ωB97M-V with the def2-TZVPD basis set.

```
17
Properties=species:S:1:pos:R:3:nbo_charge:R:1
C -1.3617 0.6533 1.3161 -0.607
C -0.8754 1.3259 0.0274 -0.418
C 0.5116 1.9229 0.2002 -0.615
H -0.7445 -0.2169 1.5149 0.246
H -2.4002 0.3346 1.2021 0.187
H -1.3269 1.3498 2.1555 0.164
H -1.6279 2.0470 -0.2915 0.158
H -0.8039 0.5192 -0.7006 0.266
H 0.8747 2.3300 -0.7443 0.187
H 0.5419 2.7295 0.9317 0.168
H 1.1827 1.1174 0.4900 0.245
N 1.4798 -2.7327 -1.5011 -0.919
C 0.6843 -1.8585 -0.6940 0.861
O 1.2343 -1.4314 0.3421 -0.817
O -0.4525 -1.5844 -1.1508 -0.821
H 2.1748 -3.2282 -0.9715 0.357
H 0.9091 -3.2775 -2.1263 0.358
```

* total charge: -1
* gap between HOMO and LUMO: 8.451 eV
* HOMO level: -0.151 hartree

Version iii
This record from the OMol25 dataset describes a gas-phase ion, C4H10NO2 (charge -1). The level of theory is ωB97M-V with the def2-TZVPD basis set.

```
17
Properties=species:S:1:pos:R:3:nbo_charge:R:1
C 0.9819 -0.0305 1.3169 -0.654
C 0.1062 0.7711 0.3559 -0.086
C 0.7403 1.0693 -1.0154 -0.040
O 0.5585 0.0955 -1.9744 -0.805
N -1.2939 0.2601 0.2487 -0.670
C -1.3451 -1.1117 -0.4461 0.083
O -0.1738 -1.8138 -0.4656 -0.913
H 1.2486 0.4697 2.2684 0.170
H 1.7625 -0.6652 0.9457 0.226
H 0.3606 -0.8555 1.7063 0.226
H -0.0885 1.7389 0.8393 0.175
H 0.4296 2.0849 -1.3194 0.131
H 1.8304 1.1360 -0.8600 0.124
H 0.2304 -0.7552 -1.4042 0.497
H -1.5399 0.0772 1.1981 0.321
H -2.1656 -1.6187 0.0899 0.100
H -1.6423 -0.8520 -1.4842 0.114
```

* SMILES: C[C@@H](CO)NC[O-]
* total charge: -1
* gap between HOMO and LUMO: 7.865 eV
* HOMO level: -0.131 hartree

Version iv
This record from the OMol25 dataset describes a gas-phase ion, C4H10NO2 (charge -1). The level of theory is ωB97M-V with the def2-TZVPD basis set.

```
17
Properties=species:S:1:pos:R:3:nbo_charge:R:1
C 0.3993 0.2687 0.5115 -0.216
C -0.0210 -1.1791 0.8438 -0.420
C -0.1983 -1.9673 -0.4555 -0.058
O 1.0611 -2.2094 -1.0587 -0.750
N -0.6980 1.0847 0.0779 -0.716
C -0.3467 2.5931 0.0191 0.151
O 0.6485 2.9417 -0.7632 -0.935
H 0.7736 0.6712 1.4601 0.178
H 1.2547 0.1951 -0.1707 0.165
H 0.8572 -1.6083 1.3172 0.187
H -0.8300 -1.3450 1.5524 0.195
H -0.6908 -2.9326 -0.3384 0.149
H -0.8184 -1.3801 -1.0818 0.159
H 1.2369 -1.6759 -1.8402 0.476
H -1.0739 0.7841 -0.8123 0.322
H -1.3248 2.9784 -0.3752 0.056
H -0.2294 2.7808 1.1140 0.057
```

* SMILES: [O-]CNCCCO
* total charge: -1
* gap between HOMO and LUMO: 6.116 eV
* HOMO level: -0.091 hartree

Verdict on stability: version iv comes out at the bottom.

Version i
This record from the OMol25 dataset describes 2 unconnected molecules or ions with the total composition C4H10NO2. The level of theory is ωB97M-V with the def2-TZVPD basis set.

```
17
Properties=species:S:1:pos:R:3:nbo_charge:R:1
C 1.5463 0.8530 -1.5223 -0.650
C -0.8229 1.1651 -1.0151 -0.463
C 0.2725 -0.9670 -0.1892 -0.051
C 0.2366 0.3724 -0.9220 0.001
N -0.6841 -0.5154 2.6750 -0.585
O -1.8678 -1.2789 2.2056 -0.657
O -0.8794 -1.5852 -0.0324 -0.932
H 2.1789 0.0408 -1.8970 0.203
H 1.4235 1.4204 -2.4537 0.195
H 2.1758 1.5355 -0.8756 0.199
H -1.7904 0.8408 -0.7119 0.216
H -0.7167 2.0752 -1.7010 0.159
H -1.5944 -1.6361 1.3619 0.500
H 0.9775 -1.6145 -0.8443 0.085
H 0.8049 -0.8198 0.7798 0.115
H -0.3487 -0.1202 1.7867 0.347
H -0.9114 0.2338 3.3554 0.319
```

* total charge: -1
* gap between HOMO and LUMO: 7.166 eV
* HOMO level: -0.118 hartree

Version ii
This record from the OMol25 dataset describes 2 unconnected molecules or ions with the total composition C4H10NO2. The level of theory is ωB97M-V with the def2-TZVPD basis set.

```
17
Properties=species:S:1:pos:R:3:nbo_charge:R:1
N -2.3133 -2.0048 -0.3880 -0.887
C -1.1040 -2.0253 -1.2218 0.112
O 0.0280 -1.5096 -0.6323 -0.832
H -2.3728 -1.0713 0.0062 0.377
H -2.1792 -2.6275 0.4005 0.331
H -0.9125 -3.0722 -1.4992 0.115
H -1.3693 -1.4778 -2.1447 0.106
C 0.1718 1.5460 0.0784 -0.081
O -0.7475 0.5728 0.3997 -0.897
C 1.2151 1.6822 1.1630 -0.143
C 2.5181 1.6558 0.9769 -0.464
H -0.3213 2.5281 -0.0532 0.121
H 0.6969 1.3376 -0.8698 0.126
H -0.2863 -0.5375 -0.1578 0.487
H 0.7798 1.7471 2.1552 0.179
H 3.2363 1.7134 1.7916 0.171
H 2.9601 1.5429 -0.0046 0.178
```

* total charge: -1
* gap between HOMO and LUMO: 8.092 eV
* HOMO level: -0.144 hartree

Version iii
This record from the OMol25 dataset describes a molecular structure, C4H10NO2. The level of theory is ωB97M-V with the def2-TZVPD basis set.

```
17
Properties=species:S:1:pos:R:3:nbo_charge:R:1
C -0.0786 0.7461 -0.8374 -0.262
C 0.3476 -0.7038 -0.8386 0.088
C -0.8999 -1.6282 -0.7680 -0.639
O 1.3497 -0.8581 0.0552 -0.698
N -0.4842 1.0983 0.5037 -0.714
C 0.5614 1.2464 1.6414 0.127
O 1.3910 0.2047 1.8136 -0.890
H -0.9784 0.9605 -1.4413 0.167
H 0.4831 1.6898 -1.2078 0.194
H 0.7963 -1.0083 -1.8241 0.123
H -1.4814 -1.5812 -1.6759 0.183
H -0.6222 -2.6714 -0.8458 0.206
H -1.5742 -1.2498 0.0304 0.191
H 1.2425 -0.3967 0.7299 0.436
H -1.1486 0.4429 0.8895 0.324
H -0.0505 1.5592 2.5004 0.097
H 1.1462 2.1497 1.2747 0.066
```

* total charge: -1
* gap between HOMO and LUMO: 7.139 eV
* HOMO level: -0.111 hartree

Verdict on stability: version iii comes out at the bottom.

Version i
This record from the OMol25 dataset describes 2 unconnected molecules or ions with the total composition C6H7NS. The level of theory is ωB97M-V with the def2-TZVPD basis set.

```
15
Properties=species:S:1:pos:R:3:nbo_charge:R:1
C 2.9270 -0.2096 -0.9387 0.079
C 0.1079 -1.7953 1.0204 -0.243
C -0.6968 -2.3787 0.0999 -0.417
C 0.0388 -0.3838 0.9843 -0.275
C -0.8184 0.0892 0.0401 -0.196
C -1.1191 1.5075 -0.3058 -0.636
N 3.6047 -0.8559 -0.2911 -0.308
S -1.5561 -1.2148 -0.8316 0.417
H 0.7327 -2.3450 1.7005 0.229
H -0.8455 -3.4219 -0.0913 0.235
H 0.5949 0.2529 1.6467 0.223
H 2.2930 0.3849 -1.5420 0.228
H -1.1075 2.1251 0.5910 0.228
H -2.0949 1.5886 -0.7800 0.224
H -0.3746 1.9025 -1.0000 0.213
```

* SMILES: Cc1cccs1.C#N
* gap between HOMO and LUMO: 9.504 eV
* HOMO level: -0.323 hartree

Version ii
This record from the OMol25 dataset describes a molecular structure, C6H7NS. The level of theory is ωB97M-V with the def2-TZVPD basis set.

```
15
Properties=species:S:1:pos:R:3:nbo_charge:R:1
C -2.2168 1.2484 0.5299 -0.621
C -1.3147 0.3701 -0.4667 -0.337
C 0.5585 -0.7347 -0.0197 -0.253
C 1.8643 -0.8331 0.2836 -0.101
C 1.3222 1.3437 -0.2433 -0.065
C 0.1955 0.5845 -0.4293 -0.135
H -1.7424 1.3100 1.5793 0.220
H -3.3533 0.9377 0.5726 0.221
H -2.2412 2.3206 0.1962 0.211
H -1.7642 0.5079 -1.4917 0.224
H 2.4960 -1.7237 0.4723 0.226
H 3.1733 0.8071 0.4334 0.404
H 1.4563 2.3822 -0.4698 0.216
N 2.3184 0.4471 0.1750 -0.496
S -1.0442 -1.3466 -0.0277 0.286
```

* gap between HOMO and LUMO: 8.580 eV
* HOMO level: -0.279 hartree

Verdict on stability: version ii comes out at the bottom.

Version i
This record from the OMol25 dataset describes C6H7NS in the gas phase. The level of theory is ωB97M-V with the def2-TZVPD basis set.

```
15
Properties=species:S:1:pos:R:3:nbo_charge:R:1
C -1.1527 1.6868 -0.1784 0.229
C -0.6906 -0.0990 -1.6975 -0.312
C -0.9167 -1.3462 -1.2702 -0.331
C -0.1541 0.8696 -0.7343 -0.285
C 0.0621 -0.3596 1.0685 -0.257
C 1.6382 -0.1883 1.3063 -0.642
N -1.7619 2.2803 0.6042 -0.317
S -0.4232 -1.8295 0.3114 0.293
H -1.2052 0.3438 -2.5379 0.240
H -1.2822 -2.1792 -2.0190 0.254
H 0.8839 1.2821 -0.8587 0.256
H -0.5929 -0.1774 1.8415 0.204
H 1.7994 0.9194 1.3578 0.218
H 1.9766 -0.7144 0.4764 0.224
H 1.8194 -0.4884 2.3299 0.224
```

* gap between HOMO and LUMO: 8.539 eV
* HOMO level: -0.317 hartree

Version ii
This record from the OMol25 dataset describes C6H7NS in the gas phase. The level of theory is ωB97M-V with the def2-TZVPD basis set.

```
15
Properties=species:S:1:pos:R:3:nbo_charge:R:1
C -0.5464 0.3229 1.7501 -0.230
C 0.7136 -0.3124 1.5908 -0.289
C 0.9805 -0.4387 0.2572 -0.052
C -0.3157 0.0231 -1.8201 0.012
C 0.5638 -0.1808 -2.8271 -0.454
C -1.0168 0.4187 0.4566 -0.070
H -0.5328 0.3650 4.0689 0.129
H 1.3525 -0.5536 2.3974 0.219
H 1.8491 -0.8719 -0.1633 0.216
H -1.3524 0.2588 -2.0936 0.207
H 1.6787 -0.3414 -2.6340 0.205
H 0.2117 -0.1564 -3.8668 0.219
H -1.9567 0.8982 0.1381 0.212
N -0.1021 -0.0276 -0.4556 -0.356
S -1.5271 0.5960 3.2014 0.032
```

* SMILES: C=Cn1ccc(S)c1
* gap between HOMO and LUMO: 8.898 eV
* HOMO level: -0.292 hartree

Version iii
This record from the OMol25 dataset describes C6H7NS in the gas phase. The level of theory is ωB97M-V with the def2-TZVPD basis set.

```
15
Properties=species:S:1:pos:R:3:nbo_charge:R:1
C -2.0868 -0.1127 -0.5873 0.273
C -0.5678 0.0607 -0.7557 -0.317
C -0.0226 0.6411 0.5682 -0.225
C 1.3365 1.1635 0.0653 -0.563
C 0.3842 -1.1793 -0.4821 -0.335
C -0.1286 -0.9038 1.1046 -0.389
H -0.1496 0.6161 -1.6900 0.250
H -0.6565 1.3188 1.0189 0.225
H 1.2227 1.7653 -1.0795 0.236
H 2.0860 1.5904 0.8426 0.259
H 0.3315 -2.0065 -1.0994 0.234
H 0.6104 -1.2851 1.8557 0.221
H -1.0621 -1.3926 1.1932 0.231
N -3.2496 0.0888 -0.3916 -0.316
S 1.9524 -0.3646 -0.5629 0.216
```

* SMILES: N#C[C@H]1[C@@H]2CS[C@H]1C2
* gap between HOMO and LUMO: 9.262 eV
* HOMO level: -0.317 hartree

Verdict on stability: version i comes out at the bottom.